Record 1
{"formula": "C24H28N4O2Tl", "method": "ωB97M-V with the def2-TZVPD basis set", "species": ["Tl", "C", "C", "C", "C", "C", "N", "C", "C", "C", "N", "C", "C", "C", "C", "C", "C", "C", "C", "N", "C", "C", "C", "N", "C", "C", "C", "C", "O", "C", "O", "H", "H", "H", "H", "H", "H", "H", "H", "H", "H", "H", "H", "H", "H", "H", "H", "H", "H", "H", "H", "H", "H", "H", "H", "H", "H", "H", "H"], "xyz": [[2.696, 0.967, -1.117], [-4.135, 4.497, 1.201], [-3.036, 3.773, 0.511], [-3.128, 3.453, -0.864], [-2.160, 2.719, -1.507], [-2.374, 2.552, -2.934], [-2.062, 1.618, -3.769], [-1.508, 0.263, -3.584], [-2.504, -0.653, -2.874], [-2.010, -2.094, -2.827], [-0.920, -2.261, -1.858], [-0.743, -3.302, -1.120], [0.326, -3.450, -0.171], [0.430, -4.640, 0.507], [1.447, -4.862, 1.465], [1.585, -6.164, 2.162], [2.320, -3.790, 1.761], [2.266, -2.573, 1.134], [3.174, -1.523, 1.624], [3.263, -0.341, 1.175], [4.157, 0.560, 1.901], [3.365, 1.613, 2.673], [2.746, 2.746, 1.857], [1.621, 2.366, 0.989], [0.501, 2.858, 1.317], [-0.769, 2.841, 0.563], [-1.822, 3.487, 1.164], [-0.938, 2.303, -0.795], [-0.094, 1.589, -1.342], [1.288, -2.364, 0.063], [1.257, -1.335, -0.632], [-5.108, 4.263, 0.772], [-3.986, 5.578, 1.090], [-4.146, 4.284, 2.268], [-4.002, 3.793, -1.412], [-2.927, 3.365, -3.398], [-2.330, 1.818, -4.728], [-0.561, 0.352, -3.064], [-1.322, -0.109, -4.590], [-3.444, -0.658, -3.428], [-2.723, -0.295, -1.865], [-1.651, -2.413, -3.808], [-2.822, -2.761, -2.538], [-0.208, -1.533, -1.741], [-1.458, -4.114, -1.223], [-0.276, -5.439, 0.304], [0.821, -6.878, 1.867], [1.542, -6.023, 3.246], [2.569, -6.596, 1.953], [3.062, -3.943, 2.538], [3.781, -1.834, 2.481], [4.815, 1.056, 1.181], [4.796, 0.007, 2.594], [4.066, 2.092, 3.359], [2.604, 1.129, 3.291], [3.514, 3.182, 1.210], [2.434, 3.530, 2.552], [0.423, 3.449, 2.236], [-1.703, 3.844, 2.181]], "forces_ev_per_angstrom": [[-0.05, 0.06, 0.04], [0.00, -0.01, 0.00], [-0.01, 0.03, -0.03], [0.00, 0.01, 0.05], [0.08, 0.01, -0.13], [-0.07, -0.05, 0.13], [0.00, 0.02, -0.05], [0.03, 0.03, -0.06], [-0.03, 0.00, -0.04], [-0.04, -0.01, 0.00], [0.04, 0.02, -0.01], [0.04, -0.06, 0.03], [0.02, 0.05, -0.02], [0.01, 0.00, 0.00], [-0.02, 0.00, -0.01], [0.01, 0.00, 0.01], [0.00, -0.01, 0.02], [-0.02, 0.01, 0.00], [-0.01, 0.03, -0.03], [0.01, -0.05, 0.02], [0.01, 0.04, 0.01], [0.01, 0.02, -0.03], [0.01, -0.01, 0.08], [0.08, 0.00, -0.07], [-0.07, -0.02, 0.01], [-0.02, -0.02, 0.02], [-0.01, 0.01, 0.02], [0.05, 0.00, -0.02], [0.03, -0.03, -0.02], [0.08, 0.03, -0.05], [-0.18, -0.11, 0.02], [0.00, 0.00, 0.00], [0.01, 0.00, 0.00], [0.00, 0.00, 0.00], [0.00, 0.01, 0.01], [0.01, 0.00, 0.01], [-0.04, -0.01, 0.01], [0.03, 0.02, 0.08], [0.04, 0.00, 0.01], [-0.01, 0.02, 0.02], [0.02, 0.00, 0.00], [0.01, 0.00, 0.00], [0.02, -0.01, 0.01], [0.00, 0.02, 0.02], [0.00, 0.00, 0.01], [0.01, -0.01, 0.01], [0.00, 0.00, 0.00], [0.00, 0.00, 0.00], [0.00, 0.00, 0.00], [0.00, -0.01, 0.00], [0.01, -0.01, -0.01], [0.00, -0.03, -0.02], [0.00, -0.02, 0.00], [-0.02, -0.01, 0.03], [0.00, 0.01, -0.01], [-0.01, 0.00, -0.02], [0.01, 0.02, -0.03], [-0.01, 0.01, -0.01], [0.00, 0.01, -0.01]], "relative_energy_ev": 0.031, "lumo_ha": [-0.4020, -0.4045], "homo_energy_ev": [-16.94, -16.90], "charge": 3, "e_tot_ev": -40065.027}

Record 2
{"formula": "C24H28N4O3", "method": "ωB97M-V with the def2-TZVPD basis set", "species": ["C", "C", "N", "N", "C", "C", "H", "C", "H", "H", "H", "C", "C", "C", "C", "C", "C", "H", "H", "N", "C", "O", "C", "N", "C", "O", "C", "C", "O", "C", "C", "H", "C", "H", "H", "H", "C", "H", "H", "H", "C", "C", "C", "C", "H", "H", "H", "H", "H", "H", "H", "H", "H", "H", "H", "H", "H", "H", "H"], "xyz": [[3.120, -6.197, 4.732], [2.185, -5.603, 3.742], [2.064, -4.299, 3.592], [1.139, -4.102, 2.640], [0.669, -5.285, 2.153], [1.327, -6.274, 2.848], [1.214, -7.332, 2.729], [-0.301, -5.420, 1.035], [-0.143, -6.376, 0.540], [-0.172, -4.619, 0.309], [-1.330, -5.398, 1.397], [0.830, -2.792, 2.258], [1.841, -1.834, 2.289], [1.590, -0.530, 1.919], [0.313, -0.159, 1.504], [-0.705, -1.111, 1.501], [-0.455, -2.414, 1.882], [-1.266, -3.123, 1.908], [-1.702, -0.819, 1.203], [-0.014, 1.132, 1.087], [0.798, 2.204, 0.908], [1.983, 2.246, 1.157], [0.011, 3.379, 0.294], [-0.330, 3.028, -1.082], [-1.507, 2.401, -1.298], [-2.297, 2.195, -0.378], [-1.827, 1.956, -2.668], [-2.992, 2.223, -3.338], [-3.002, 1.573, -4.519], [-1.861, 0.849, -4.608], [-1.100, 1.049, -3.499], [-0.159, 0.588, -3.276], [-1.643, 0.014, -5.818], [-2.439, -0.722, -5.918], [-0.690, -0.499, -5.740], [-1.645, 0.634, -6.714], [-4.137, 3.098, -2.982], [-4.042, 4.076, -3.455], [-5.066, 2.645, -3.320], [-4.164, 3.226, -1.904], [0.720, 3.172, -2.068], [1.350, 4.560, -2.004], [1.899, 4.805, -0.606], [0.753, 4.711, 0.393], [1.131, 4.810, 1.411], [0.043, 5.521, 0.208], [2.651, 4.053, -0.363], [2.365, 5.789, -0.543], [2.144, 4.621, -2.750], [0.596, 5.314, -2.244], [0.297, 3.000, -3.057], [1.497, 2.420, -1.878], [-0.940, 3.462, 0.835], [-0.992, 1.261, 0.834], [2.377, 0.205, 1.943], [2.824, -2.134, 2.618], [3.637, -5.403, 5.264], [2.575, -6.813, 5.446], [3.853, -6.828, 4.229]], "forces_ev_per_angstrom": [[-0.01, 0.07, -0.02], [-0.24, 0.08, -0.30], [0.50, 0.23, 0.64], [-0.16, -0.87, -0.02], [0.15, -0.22, 0.03], [-0.11, 0.26, -0.05], [-0.06, -0.22, -0.09], [-0.06, 0.02, 0.01], [-0.01, 0.00, -0.03], [-0.05, -0.02, -0.07], [-0.06, 0.04, -0.07], [-0.03, 0.77, -0.18], [-0.19, -0.26, -0.05], [0.01, 0.14, -0.01], [0.18, -0.34, 0.10], [0.13, 0.16, -0.04], [0.21, -0.13, 0.11], [-0.07, -0.08, 0.01], [-0.11, 0.02, -0.03], [-0.42, -0.12, 0.03], [-0.43, 0.30, -0.13], [0.30, 0.00, 0.10], [-0.08, 0.22, 0.45], [-0.04, 0.17, 0.17], [-0.20, 0.02, -0.04], [-0.25, -0.06, 0.13], [-0.74, -0.04, -0.50], [0.54, 0.30, 0.92], [-0.25, 0.03, -0.19], [0.90, -0.31, 0.30], [-0.36, -0.07, -0.50], [0.22, -0.13, -0.04], [-0.32, 0.22, 0.11], [0.00, -0.09, -0.06], [0.04, -0.02, 0.00], [0.04, -0.02, -0.09], [0.08, -0.11, -0.24], [-0.05, 0.05, -0.02], [-0.11, 0.01, 0.04], [-0.02, 0.00, 0.04], [0.25, 0.22, -0.49], [0.12, -0.21, 0.14], [-0.12, 0.18, -0.07], [0.19, -0.27, -0.02], [-0.07, 0.03, 0.02], [-0.04, -0.02, 0.03], [0.06, 0.04, -0.01], [0.05, 0.00, 0.01], [-0.02, 0.00, -0.06], [-0.03, 0.02, -0.08], [0.09, -0.03, 0.15], [-0.01, 0.00, -0.09], [0.25, -0.06, -0.13], [0.17, 0.17, -0.01], [0.02, 0.01, 0.00], [0.07, 0.00, 0.01], [0.07, 0.00, 0.07], [0.04, -0.03, 0.07], [0.07, -0.04, 0.05]], "relative_energy_ev": 1.579, "lumo_ha": 0.0233, "homo_energy_ev": -7.87, "e_tot_ev": -37446.639}